# 1
Density functional theory data (the ωB97M-V functional and the def2-TZVPD basis) for the molecule Br2H2O2Si at a distorted geometry.

- net charge = 0
- orbital gap (eV) = 10.9
- SMILES = O[Si](O)(Br)Br

Atoms and positions in Å:
O (0.70467, -1.04790, 0.73564)
O (0.30153, 1.44602, 0.03876)
Si (-0.10262, 0.00258, -0.27151)
Br (0.13342, -0.57171, -2.34978)
Br (-2.24752, -0.02728, 0.10570)
H (0.08313, -1.46866, 1.27912)
H (1.12738, 1.66695, 0.46206)

***

# 2
Density functional theory data (the ωB97M-V functional and the def2-TZVPD basis) for a cluster of 2 separate species, Br2HNS in total at a distorted geometry.

- net charge = 0
- 2S+1 = 3
- orbital gap (spin up / spin down) (eV) = 8.2 / 6.8

Atoms and positions in Å:
N (-1.38200, -0.05314, -0.45153)
S (-0.03976, -0.52415, -0.93932)
Br (1.08716, -1.69573, 0.59836)
Br (2.00781, 2.09835, 0.30948)
H (-1.67320, 0.17467, 0.48301)

***

# 3
Density functional theory data (the ωB97M-V functional and the def2-TZVPD basis) for a cluster of 2 separate species, Br2HPS in total at a distorted geometry.

- net charge = 0
- orbital gap (spin up / spin down) (eV) = 7.7 / 5.1

Atoms and positions in Å:
P (2.41377, -0.56565, 0.48506)
S (0.95628, 0.66765, -0.25661)
Br (1.60608, 1.32761, 3.34580)
Br (4.24270, 0.11677, -0.69348)
H (0.12447, 0.17533, 0.78667)

***

ΔE to the lowest compared entry with this formula, charge and spin values (in kJ/mol) by entry order: 28.8, 0.0, 179.8.